[1]
This record from the OMol25 dataset describes a cluster of 2 separate species, C3H7NO2 in total. The level of theory is ωB97M-V with the def2-TZVPD basis set.

Positions of all 13 atoms, in Å:
C -1.0489 0.0366 -1.0786
C 0.4204 0.3098 -1.0242
N 1.3539 -0.4598 -0.6250
O 0.8726 -1.6906 -0.1782
H -1.4068 0.1196 -2.1096
H -1.2882 -0.9580 -0.7023
H -1.5761 0.7928 -0.4884
H 0.7763 1.2910 -1.3251
H 1.6886 -2.1763 -0.0034
C 0.0543 0.6767 1.8870
O -0.1264 1.8433 1.6484
H 1.0047 0.2981 2.3071
H -0.7244 -0.0832 1.6923

For the molar mass, the calculation gives 89.09 Da. The HOMO energy is -9.97 eV. As for the SMILES: C/C=N\O.C=O. The LUMO energy is 0.821 eV. As for the maximum force: 0.595 eV/Å. For the relative energy (zero: lowest compared OMol25 entry of this formula, charge and spin), the calculation gives 343.5 kJ/mol. The gap between HOMO and LUMO is 0.3967 Eh. Its multiplicity is 1.


[2]
This record from the OMol25 dataset describes a cluster of 9 separate species, C51H103Br2ClIN3O10P in total. The level of theory is ωB97M-V with the def2-TZVPD basis set.

Positions of all 172 atoms, in Å:
C -0.2954 -2.7561 0.7418
C -1.7842 -3.0718 0.7480
C -2.6145 -1.9047 1.2959
N -3.8047 -1.6558 0.4936
C -4.3871 -0.3523 0.2784
C -3.6038 0.3501 -0.9036
Br -4.6140 1.0631 -2.4373
C -2.4303 -0.4662 -1.5058
C -2.7648 -1.5638 -2.4947
Br -1.3600 0.8485 -2.5486
C -4.2206 0.4294 1.6098
C -4.2902 1.9772 1.8749
I -4.9284 3.4367 0.4280
C -5.0466 2.3145 3.1832
C -4.9005 3.7644 3.6225
C -5.1081 -0.4790 2.5438
C -6.1694 -1.1246 1.6351
P -6.3737 -2.9479 2.0826
O -4.9530 -3.4493 2.6814
Cl -7.4487 -2.6138 3.8265
N -5.9112 -0.6911 0.1962
C -6.4206 -1.8249 -0.6425
C -6.5191 -1.7327 -2.1639
C -7.5442 -0.8088 -2.8042
C -7.4750 -0.9037 -4.3704
N -7.5156 0.4303 -4.9784
C -6.8353 0.4993 0.1044
O -8.1589 0.0710 0.0129
C -9.0415 0.8083 0.8531
H -0.0929 -1.7630 0.3576
H 0.1155 -2.8202 1.7420
H 0.2122 -3.4847 0.1247
H -2.1328 -3.4063 -0.2261
H -1.9088 -3.9149 1.4168
H -2.7848 -2.1022 2.3504
H -1.9500 -1.0421 1.2735
H -3.7879 -2.2581 -0.3106
H -3.1189 1.2230 -0.4996
H -1.7074 -0.7476 -0.7628
H -1.8773 -2.1788 -2.6038
H -3.5600 -2.2365 -2.1869
H -2.9628 -1.1778 -3.4806
H -3.2536 0.2309 2.0353
H -3.2850 2.3077 2.0817
H -6.0985 2.1511 2.9468
H -4.7860 1.6130 3.9641
H -4.9755 3.7966 4.7034
H -3.9467 4.1883 3.3362
H -5.6986 4.3901 3.2596
H -4.4170 -1.1620 3.0167
H -5.6318 -0.0014 3.3585
H -7.0946 -0.7410 2.0308
H -4.7353 -3.0839 3.5565
H -7.3933 -2.1331 -0.2967
H -5.8357 -2.7169 -0.4745
H -5.5580 -1.6149 -2.6437
H -6.8223 -2.7363 -2.4547
H -8.5375 -1.1431 -2.5238
H -7.4535 0.2352 -2.5552
H -8.3305 -1.4451 -4.7480
H -6.5346 -1.3873 -4.6058
H -6.6300 0.9072 -4.8594
H -8.2176 0.9994 -4.5213
H -6.7236 1.1208 0.9796
H -6.6024 1.1157 -0.7494
H -8.8845 1.8812 0.7735
H -8.9239 0.5284 1.9016
H -10.0468 0.5507 0.5533
C 5.1104 -1.7767 -0.5231
C 4.7345 -2.3877 0.8225
C 3.5335 -1.5449 1.2215
O 2.8871 -1.1514 0.0039
C 3.7455 -1.4488 -1.1058
H 5.6934 -2.4391 -1.1600
H 5.6839 -0.8602 -0.3697
H 4.4348 -3.4305 0.6879
H 5.5354 -2.3539 1.5600
H 3.8451 -0.6400 1.7544
H 2.8230 -2.0886 1.8481
H 3.3253 -2.3073 -1.6433
H 3.7682 -0.5942 -1.7834
C -10.8771 -1.7473 -8.2880
C -11.4329 -3.0932 -7.8338
C -10.2026 -3.7465 -7.2225
O -9.3962 -2.6860 -6.6950
C -9.8909 -1.4268 -7.1751
H -11.6375 -0.9784 -8.4121
H -10.3489 -1.8607 -9.2370
H -12.1982 -2.9418 -7.0690
H -11.8687 -3.6835 -8.6377
H -9.6181 -4.2786 -7.9800
H -10.4471 -4.4446 -6.4212
H -10.3872 -0.9151 -6.3420
H -9.0558 -0.8116 -7.5085
C 3.2271 1.0887 -6.0208
C 2.6237 -0.2624 -5.6446
C 3.8405 -1.0021 -5.1051
O 4.6982 -0.0156 -4.5314
C 4.2464 1.2878 -4.9122
H 2.4972 1.8948 -6.0739
H 3.7323 1.0243 -6.9848
H 1.8822 -0.1287 -4.8515
H 2.1448 -0.7830 -6.4727
H 4.3841 -1.5120 -5.9078
H 3.5797 -1.7377 -4.3417
H 3.7913 1.7575 -4.0308
H 5.0971 1.8912 -5.2283
C 5.5317 -1.5342 5.8879
C 6.9226 -2.1477 5.9463
C 7.3120 -2.1823 4.4749
O 6.6507 -1.0712 3.8529
C 5.6806 -0.5304 4.7573
H 5.2147 -1.0761 6.8235
H 4.7975 -2.2979 5.6159
H 7.5946 -1.4860 6.4984
H 6.9496 -3.1300 6.4160
H 6.9623 -3.1028 3.9933
H 8.3870 -2.0968 4.3172
H 6.0598 0.4291 5.1264
H 4.7431 -0.3533 4.2268
C 7.1812 2.0132 -9.1824
C 6.1456 2.5414 -10.1699
C 4.8853 2.5569 -9.3173
O 5.3068 2.8043 -7.9723
C 6.7297 2.6651 -7.8839
H 8.2075 2.2631 -9.4453
H 7.1040 0.9262 -9.1053
H 6.4052 3.5570 -10.4762
H 6.0415 1.9324 -11.0662
H 4.3745 1.5871 -9.3472
H 4.1776 3.3293 -9.6192
H 7.1667 3.6623 -7.7675
H 6.9793 2.0727 -7.0024
C 3.4029 2.9491 -0.8631
C 4.8335 3.2392 -1.3054
C 4.6852 4.6037 -1.9625
O 3.6187 5.2678 -1.2766
C 2.9237 4.3338 -0.4496
H 3.3296 2.2166 -0.0599
H 2.8163 2.5841 -1.7105
H 5.4867 3.3091 -0.4326
H 5.2444 2.4870 -1.9781
H 4.4092 4.5080 -3.0186
H 5.5893 5.2088 -1.8957
H 3.1755 4.5440 0.5961
H 1.8488 4.4688 -0.5802
C 8.0721 3.5279 7.4589
C 8.4846 3.4477 5.9946
C 9.5831 2.3956 6.0393
O 9.2540 1.5034 7.1116
C 8.2028 2.0769 7.8970
H 7.0710 3.9280 7.6125
H 8.7772 4.1518 8.0126
H 7.6461 3.0916 5.3908
H 8.8227 4.3962 5.5807
H 10.5561 2.8483 6.2570
H 9.6653 1.8282 5.1119
H 7.2810 1.5182 7.6957
H 8.4424 1.9784 8.9562
C 2.8670 -1.1222 11.0584
C 4.2623 -1.7339 11.1271
C 4.6575 -1.7672 9.6583
O 4.0028 -0.6553 9.0347
C 3.0265 -0.1139 9.9303
H 2.5406 -0.6645 11.9907
H 2.1377 -1.8866 10.7801
H 4.9333 -1.0754 11.6826
H 4.2882 -2.7170 11.5938
H 4.3079 -2.6854 9.1734
H 5.7346 -1.6853 9.5077
H 3.3982 0.8452 10.3059
H 2.0988 0.0644 9.3852

For the molar mass, the calculation gives 1271.54 Da. The HOMO energy is -10.41 eV. The LUMO energy is -2.124 eV. As for the maximum force: 2.613 eV/Å. For the relative energy (zero: lowest compared OMol25 entry of this formula, charge and spin), the calculation gives 64.2 kJ/mol. The gap between HOMO and LUMO is 0.3047 Eh. Its multiplicity is 1. As for the charge: +1.


[3]
This record from the OMol25 dataset describes a structure of composition C14H20CoN2O. The level of theory is ωB97M-V with the def2-TZVPD basis set.

Positions of all 38 atoms, in Å:
C -0.4087 1.2427 1.7006
C 0.1911 -2.0970 3.3026
H 0.6162 0.9709 1.9724
H -1.1391 0.8876 2.4390
H -0.4484 2.3435 1.6395
H 0.8360 -2.1767 2.4192
H 0.4942 -2.8353 4.0651
H -0.8380 -2.2943 2.9601
C 0.3850 2.9591 -1.1809
C 1.0119 3.6458 -2.2216
C 1.3613 2.9769 -3.4036
C 1.0884 1.6175 -3.5158
H 0.0789 3.4302 -0.2479
H 1.2155 4.7089 -2.0968
H 1.8414 3.5049 -4.2249
H 1.2913 1.0410 -4.4224
N 0.1459 1.6232 -1.2849
C 0.5410 0.9485 -2.4225
C 0.3789 -0.4800 -2.3114
N -0.1335 -0.8620 -1.0945
C -0.2617 -2.1804 -0.7927
C 0.5799 -2.7761 -2.9810
C 0.0780 -3.1490 -1.7302
H -0.6557 -2.4042 0.2002
H -0.0661 -4.1938 -1.4608
C 0.7255 -1.4243 -3.2815
H 1.0966 -1.0591 -4.2366
H 0.8599 -3.5291 -3.7130
Co -0.8143 0.5569 -0.0860
C -2.6241 0.0752 0.3199
H -2.8249 -0.9911 0.1208
H -3.2702 0.6661 -0.3547
H -2.9085 0.3006 1.3604
C 0.3160 -0.2078 4.9784
O 0.3047 -0.7543 3.6847
H -0.6882 -0.2389 5.4259
H 0.5921 0.8414 4.8310
H 1.0514 -0.6876 5.6440

For the molar mass, the calculation gives 291.26 Da. The HOMO energy (alpha / beta) is -5.33 / -8.73 eV. The LUMO energy (alpha / beta) is 0.182 / -0.345 eV. As for the maximum force: 2.158 eV/Å. For the relative energy (zero: lowest compared OMol25 entry of this formula, charge and spin), the calculation gives 0.0 kJ/mol. The gap between HOMO and LUMO (alpha / beta) is 0.2027 / 0.3081 Eh. Its multiplicity is 4.